No. 1
DFT (the ωB97M-V functional and the def2-TZVPD basis) results for a cluster of 3 separate species, C3H13NO2 in total in a non-equilibrium geometry.

Each line ends with the Mulliken charge.
CARTESIAN COORDINATES (ANGSTROEM)
C -0.41832 2.06464 0.54010  -1.126
C 0.39450 0.89927 1.11078  0.492
C -0.46347 -0.05773 1.95355  -1.382
N 1.01275 -0.00006 0.12238  -0.540
H 0.02552 3.05837 0.58445  0.308
H -0.42840 1.98521 -0.56490  0.261
H -1.34482 2.19127 1.07926  0.304
H 1.22883 1.29106 1.66340  0.236
H 0.09866 -0.89761 2.30276  0.428
H -0.89658 0.60817 2.80346  0.304
H -1.19137 -0.62592 1.46736  0.343
H 1.97404 -0.32326 0.10530  0.146
H 0.61980 0.16375 -0.71497  0.245
H -0.30910 -1.56261 -2.63018  0.387
H -0.89014 -0.27902 -3.32180  0.298
O -1.13019 -1.08388 -2.88413  -0.678
H 0.55036 -3.22626 -1.03499  0.306
H 0.39739 -1.75840 -1.04810  0.341
O 0.77053 -2.44698 -1.53374  -0.672

- spin multiplicity = 1
- orbital gap (eV) = 10.0
- E_HOMO (eV) = -9.10
- ΔE to the lowest compared entry with this formula, charge and spin (eV) = 1.552
- SMILES = CC(C)N.O.O

No. 2
DFT (the ωB97M-V functional and the def2-TZVPD basis) results for a cluster of 3 separate species, C3H13NO2S in total in a non-equilibrium geometry.

Each line ends with the Mulliken charge.
CARTESIAN COORDINATES (ANGSTROEM)
C 0.82364 -2.29946 -1.86595  -0.853
N 0.24000 -2.41487 -0.54059  -0.417
C 0.43629 -1.18517 0.26715  -0.393
C 0.72532 -1.46313 1.77229  -0.615
S 0.13057 -0.08806 2.70565  -0.243
H 1.88168 -2.01733 -1.78229  0.330
H 0.29473 -1.61106 -2.55273  0.280
H 0.96411 -3.26947 -2.34506  0.313
H -0.76622 -2.40990 -0.65474  0.245
H 1.27470 -0.63860 -0.18067  0.321
H -0.51295 -0.61867 0.35903  0.318
H 0.06384 -2.22067 2.21640  0.275
H 1.73993 -1.77324 2.02257  0.342
H 1.14589 0.75295 2.63740  0.098
H -0.12613 4.49375 2.83297  0.318
H 1.29474 4.65909 3.06102  0.315
O 0.66355 4.76833 2.33702  -0.634
H -4.14578 2.76748 -3.48702  0.319
H -2.70575 2.37579 -3.09662  0.319
O -3.42217 2.19224 -3.70585  -0.638

- spin multiplicity = 1
- orbital gap (eV) = 9.6
- E_HOMO (eV) = -9.06
- ΔE to the lowest compared entry with this formula, charge and spin (eV) = 1.370
- SMILES = CNCCS.O.O

No. 3
DFT (the ωB97M-V functional and the def2-TZVPD basis) results for a cluster of 3 separate species, C3H13NO2S in total in a non-equilibrium geometry.

Each line ends with the Mulliken charge.
CARTESIAN COORDINATES (ANGSTROEM)
C -0.71826 0.42782 -0.39292  -0.466
C -0.81745 -1.09191 -0.72099  -0.468
C -1.36424 -1.21502 -2.17840  -0.884
S -2.11626 -2.99291 -2.39883  -0.218
N -0.48238 0.67599 1.02986  -0.704
H 0.12848 0.69556 -1.04171  0.205
H -1.63922 0.88214 -0.75071  0.436
H -1.65064 -1.62957 -0.28653  0.418
H 0.17621 -1.53628 -0.64160  0.217
H -2.26458 -0.61841 -2.29384  0.323
H -0.66688 -1.04445 -2.99806  0.480
H -1.16085 -3.22778 -3.31441  0.132
H 0.46041 0.46475 1.32205  0.265
H -0.86100 1.59233 1.19991  0.299
H 2.58078 0.44196 3.64274  0.327
H 3.14883 -0.62787 2.65438  0.309
O 3.35022 0.18478 3.10329  -0.641
H 0.89664 2.20828 1.13094  0.319
H 1.96292 3.34073 1.40688  0.306
O 1.03727 3.06986 1.52794  -0.655

- spin multiplicity = 1
- orbital gap (eV) = 9.6
- E_HOMO (eV) = -9.11
- ΔE to the lowest compared entry with this formula, charge and spin (eV) = 1.336
- SMILES = NCCCS.O.O

No. 4
DFT (the ωB97M-V functional and the def2-TZVPD basis) results for a cluster of 3 separate species, C3H13NO2S in total in a non-equilibrium geometry.

Each line ends with the Mulliken charge.
CARTESIAN COORDINATES (ANGSTROEM)
C 1.24067 -1.52987 -1.23797  -1.394
C 1.30547 -1.88280 0.25901  0.472
C -0.01808 -1.61561 0.94199  -0.874
S 0.01045 -0.51970 2.49921  -0.221
N 1.62864 -3.34498 0.35543  -0.653
H 0.20474 -1.45412 -1.53633  0.366
H 1.74114 -0.56169 -1.32779  0.305
H 1.71353 -2.21765 -1.92294  0.389
H 2.18192 -1.54529 0.80720  0.407
H -0.51427 -2.50852 1.30076  0.397
H -0.79708 -1.06284 0.39323  0.322
H -1.07686 0.05991 2.14661  0.107
H 1.07130 -3.88801 -0.28584  0.184
H 1.78090 -3.77972 1.25495  0.189
H -1.89725 3.53944 0.23039  0.326
H -2.23134 3.47134 1.67800  0.315
O -2.38187 2.99924 0.86505  -0.632
H -1.85359 5.80451 -1.90565  0.327
H -1.14491 4.61018 -2.48204  0.317
O -0.96351 5.42617 -2.03326  -0.650

- spin multiplicity = 1
- orbital gap (eV) = 9.4
- E_HOMO (eV) = -8.89
- ΔE to the lowest compared entry with this formula, charge and spin (eV) = 1.245
- SMILES = C[C@H](N)CS.O.O

No. 5
DFT (the ωB97M-V functional and the def2-TZVPD basis) results for a cluster of 3 separate species, C3H13NO2S in total in a non-equilibrium geometry.

Each line ends with the Mulliken charge.
CARTESIAN COORDINATES (ANGSTROEM)
C 1.73229 0.01389 0.08607  -1.714
C 0.28441 0.51192 -0.03340  0.201
C 0.25641 1.84006 0.78922  -0.594
S -1.36242 1.88309 1.71278  -0.214
N -0.00702 0.76687 -1.45890  -0.561
H 1.99770 -0.04088 1.14261  0.388
H 1.84392 -0.95162 -0.38795  0.407
H 2.45039 0.72374 -0.32824  0.405
H -0.44289 -0.21953 0.29735  0.407
H 0.37671 2.75135 0.20604  0.338
H 0.95798 1.91783 1.61743  0.341
H -2.03145 1.19646 0.78314  0.101
H 0.70926 1.37798 -1.81413  0.263
H -0.88867 1.27311 -1.50797  0.241
H -0.13968 -2.83547 0.83789  0.316
H -0.41686 -2.67708 2.33883  0.311
O -0.83517 -2.84011 1.49926  -0.641
H -1.14507 -1.27029 -2.54567  0.340
H -1.71031 -1.48233 -1.19399  0.320
O -1.62955 -1.93899 -2.04038  -0.656

- spin multiplicity = 1
- orbital gap (eV) = 9.9
- E_HOMO (eV) = -9.24
- ΔE to the lowest compared entry with this formula, charge and spin (eV) = 0.588
- SMILES = C[C@H](N)CS.O.O

No. 6
DFT (the ωB97M-V functional and the def2-TZVPD basis) results for a cluster of 3 separate species, C3H13NO2S2 in total in a non-equilibrium geometry.

Each line ends with the Mulliken charge.
CARTESIAN COORDINATES (ANGSTROEM)
N 0.63426 -0.73740 -1.73259  -0.664
C -0.61655 -0.14165 -1.38226  -0.191
C -0.45445 1.32660 -0.94359  -0.853
S -0.16610 1.61515 0.82402  -0.069
S -1.96051 1.39080 1.55901  -0.082
C -3.34474 2.34658 0.84269  -0.834
H 1.33160 -0.15022 -2.14985  0.262
H 1.05053 -1.07108 -0.87461  0.281
H -1.39253 0.03978 -2.24283  0.200
H -1.04212 -0.86681 -0.68090  0.272
H 0.42262 1.64369 -1.39835  0.417
H -1.22586 2.02910 -1.36322  0.407
H -3.79588 1.88820 -0.09262  0.269
H -4.24200 2.23555 1.46080  0.322
H -3.19343 3.47404 0.71929  0.283
H 3.11640 -3.31368 2.77886  0.302
H 2.30902 -4.03696 1.75646  0.337
O 3.03712 -3.30266 1.88599  -0.669
H 3.03870 -1.74334 1.07713  0.389
H 3.51239 -1.53169 -0.36595  0.291
O 2.98151 -1.09400 0.32252  -0.671

- spin multiplicity = 1
- orbital gap (eV) = 8.1
- E_HOMO (eV) = -7.79
- ΔE to the lowest compared entry with this formula, charge and spin (eV) = 1.689
- SMILES = CSSCCN.O.O

No. 7
DFT (the ωB97M-V functional and the def2-TZVPD basis) results for a cluster of 4 separate species, C3H13NO3 in total in a non-equilibrium geometry.

Each line ends with the Mulliken charge.
CARTESIAN COORDINATES (ANGSTROEM)
C 1.91310 -2.38844 1.39222  -1.045
C 1.87569 -1.18552 0.45704  -0.457
C 0.55832 0.19492 1.77257  -0.495
N 0.68717 -0.35523 0.64351  -0.237
H 2.37297 -3.25613 0.93957  0.322
H 0.96396 -2.62768 1.84582  0.351
H 2.56516 -2.15216 2.24541  0.310
H 2.79863 -0.60954 0.62301  0.290
H 1.97849 -1.40909 -0.60267  0.329
H 1.44330 0.66373 2.20624  0.257
H -0.40298 0.59165 2.09725  0.364
H -1.54914 -1.21550 -1.71077  0.312
H -2.57926 -0.12568 -1.78060  0.302
O -2.31137 -0.87090 -1.23096  -0.635
H -0.95758 1.44785 0.15495  0.362
H -1.16900 3.00754 0.18006  0.297
O -1.20233 2.22135 -0.36685  -0.624
H -2.17738 2.15755 -2.42504  0.312
H -2.20870 3.39670 -3.21985  0.310
O -2.59906 2.51458 -3.22090  -0.626

- spin multiplicity = 1
- orbital gap (eV) = 10.2
- E_HOMO (eV) = -9.56
- ΔE to the lowest compared entry with this formula, charge and spin (eV) = 1.873
- SMILES = C=NCC.O.O.O

No. 8
DFT (the ωB97M-V functional and the def2-TZVPD basis) results for a cluster of 3 separate species, C3H13NO3 in total in a non-equilibrium geometry.

Each line ends with the Mulliken charge.
CARTESIAN COORDINATES (ANGSTROEM)
C 0.70173 2.25808 0.66425  -0.350
N -0.67029 1.72100 0.87054  -0.442
C -0.75431 0.29388 1.21329  -0.188
O -2.07742 -0.21037 1.25815  -0.498
C 1.51826 2.01886 1.98935  -1.190
H 1.46255 1.87214 -0.03689  0.240
H 0.43292 3.29266 0.38549  0.399
H -1.08295 1.90737 -0.04588  0.243
H -0.24252 -0.28895 0.39746  0.228
H -0.14530 -0.06835 2.06896  0.231
H -2.53850 0.63875 1.35507  0.315
H 2.49170 2.47657 1.82270  0.360
H 0.79641 2.33428 2.73292  0.381
H 1.59412 0.96477 2.29433  0.273
H 0.27626 -0.17228 -2.58429  0.315
H -1.20265 -0.02645 -2.84464  0.317
O -0.41425 -0.45232 -3.19848  -0.634
H -0.09403 -5.44758 -2.84453  0.318
H -0.24988 -6.83991 -3.07137  0.318
O 0.19815 -6.27217 -2.42643  -0.635

- spin multiplicity = 1
- orbital gap (eV) = 10.0
- E_HOMO (eV) = -9.52
- ΔE to the lowest compared entry with this formula, charge and spin (eV) = 2.132
- SMILES = CCNCO.O.O

No. 9
DFT (the ωB97M-V functional and the def2-TZVPD basis) results for a cluster of 4 separate species, C3H13NO3 in total in a non-equilibrium geometry.

Each line ends with the Mulliken charge.
CARTESIAN COORDINATES (ANGSTROEM)
C 0.67360 -0.70120 -1.00223  -1.060
C -0.64639 -0.54048 -1.74683  -0.383
C -2.15236 1.16981 -2.29954  -0.249
N -1.34387 0.72037 -1.41277  -0.430
H 0.49466 -0.98494 0.04194  0.280
H 1.33703 -1.30394 -1.65972  0.317
H 1.16265 0.30697 -1.00496  0.265
H -1.14250 -1.45405 -1.56247  0.233
H -0.43888 -0.63040 -2.84012  0.528
H -2.03369 0.84387 -3.36867  0.232
H -2.85297 1.98958 -2.06458  0.253
H 3.54699 -1.67162 1.66376  0.316
H 3.93092 -0.37226 2.29230  0.309
O 3.36864 -0.67884 1.61234  -0.617
H -2.26080 0.11931 0.58234  0.322
H -3.23262 -0.08281 1.68056  0.316
O -2.58678 -0.59890 1.12120  -0.630
H 0.69433 1.65157 3.31901  0.324
H 1.93675 0.90906 2.95042  0.307
O 1.54530 1.30888 3.69802  -0.634

- spin multiplicity = 1
- orbital gap (eV) = 10.7
- E_HOMO (eV) = -9.97
- ΔE to the lowest compared entry with this formula, charge and spin (eV) = 1.777
- SMILES = C=NCC.O.O.O

No. 10
DFT (the ωB97M-V functional and the def2-TZVPD basis) results for a cluster of 3 separate species, C3H13NO3S in total in a non-equilibrium geometry.

Each line ends with the Mulliken charge.
CARTESIAN COORDINATES (ANGSTROEM)
C -1.91456 0.81492 0.69305  -0.822
O -3.24681 0.32352 0.62449  -0.542
C -0.90421 -0.32706 0.84460  0.055
C 0.48835 0.26463 0.99271  -0.476
S 0.72382 0.87630 2.68913  -0.267
N -0.87464 -1.10684 -0.38368  -0.546
H -1.54692 1.31863 -0.20277  0.393
H -1.89551 1.42448 1.59298  0.308
H -3.54112 0.33172 -0.29551  0.327
H -1.15281 -0.89180 1.75247  0.363
H 0.69363 1.07974 0.29981  0.322
H 1.26421 -0.41897 0.65514  0.370
H 1.82145 1.58031 2.53948  0.120
H -1.77755 -1.52408 -0.57282  0.131
H -0.15754 -1.82176 -0.36183  0.293
H 0.50431 -1.01337 -2.31723  0.333
H 1.87863 -1.62457 -2.66543  0.278
O 1.07803 -1.77483 -2.15345  -0.633
H 2.82184 0.05781 -0.90881  0.310
H 3.12270 1.45522 -1.73734  0.293
O 2.61471 0.97599 -1.08499  -0.609

- spin multiplicity = 1
- orbital gap (eV) = 9.2
- E_HOMO (eV) = -8.80
- ΔE to the lowest compared entry with this formula, charge and spin (eV) = 0.850
- SMILES = N[C@H](CO)CS.O.O

No. 11
DFT (the ωB97M-V functional and the def2-TZVPD basis) results for a cluster of 4 separate species, C3H13O3S in total.

Each line ends with the Mulliken charge.
CARTESIAN COORDINATES (ANGSTROEM)
C -1.71741 0.83408 1.73390  -1.088
C -0.19508 0.73845 1.73197  -0.095
C 0.27000 -0.28297 0.69004  -1.005
S -0.12013 0.11498 -1.08322  -0.603
H -2.15824 0.09531 2.41657  0.271
H -2.08490 1.77871 2.14284  0.333
H -2.11629 0.67990 0.73458  0.294
H 0.15858 0.27963 2.66442  0.273
H 0.22853 1.73489 1.59286  0.140
H 1.34664 -0.41640 0.78233  0.465
H -0.23311 -1.21552 0.91879  0.292
H -1.62281 -2.54079 -3.30476  0.276
H -1.58399 -1.39307 -2.30527  0.250
O -2.19332 -2.02884 -2.71883  -0.670
H 1.66652 1.53584 -0.68357  0.300
H 1.55402 3.03842 -0.35240  0.313
O 2.15441 2.38964 -0.74002  -0.688
H 1.97859 -2.43664 -1.71746  0.310
H 2.03377 -1.10986 -1.07834  0.341
O 2.63422 -1.79577 -1.42442  -0.709

- spin multiplicity = 1
- orbital gap (eV) = 7.3
- charge = -1
- E_HOMO (eV) = -3.63
- ΔE to the lowest compared entry with this formula, charge and spin (eV) = 0.337

No. 12
DFT (the ωB97M-V functional and the def2-TZVPD basis) results for a cluster of 4 separate species, C3H13O3S in total in a non-equilibrium geometry.

Each line ends with the Mulliken charge.
CARTESIAN COORDINATES (ANGSTROEM)
C -1.14725 2.33756 -0.73187  -1.013
C -1.65216 1.47282 -1.88812  -0.353
C -1.77765 -0.10214 -1.65495  -0.452
S -0.13763 -0.94967 -1.79395  -0.150
H -0.18742 2.01644 -0.28128  0.248
H -1.74086 2.29643 0.17566  0.317
H -0.99255 3.39989 -1.05629  0.313
H -2.58468 1.87930 -2.12275  0.312
H -1.04311 1.84678 -2.82664  0.259
H -2.16362 -0.63405 -2.52078  0.289
H -2.45267 -0.37337 -0.71755  0.304
H 2.82203 1.19174 3.95460  0.286
H 1.77660 0.46085 3.01615  0.336
O 2.09907 1.31010 3.41978  -0.625
H 0.86752 -0.33454 0.01054  0.191
H 2.09302 -0.87723 1.03582  0.320
O 1.43277 -0.18257 0.82717  -0.652
H 0.75263 -1.94633 1.73273  0.371
H -0.06337 -3.20265 1.71768  0.314
O 0.54077 -2.72478 2.28241  -0.616

- spin multiplicity = 2
- orbital gap (alpha / beta) (eV) = 10.5 / 6.9
- <S²> = 0.7529
- E_HOMO (alpha / beta) (eV) = -9.97 / -9.59
- ΔE to the lowest compared entry with this formula, charge and spin (eV) = 1.211